(1)
8
Properties=species:S:1:pos:R:3 method="wB97M-V/def2-TZVPD" max_force_ev_per_a=3.71 homo_ev="-13.0746 / -12.9057" de_lowest_ev=5.491 gap_ev="7.381 / 6.147" charge=+1
C 0.656 0.669 0.343
N 3.393 -0.099 0.811
N 0.128 -0.321 -0.189
I 3.212 -1.900 -0.054
I 4.442 1.302 -0.048
H 0.225 1.551 0.839
H -0.908 -0.324 -0.096
H 0.799 -0.906 -0.588

(2)
18
Properties=species:S:1:pos:R:3 method="wB97M-V/def2-TZVPD" max_force_ev_per_a=3.68 homo_ev="-10.7989 / -12.4908" s_squared=3.7675 de_lowest_ev=4.192 gap_ev="6.957 / 6.520" spin_multiplicity=4 charge=+1
H -2.460 -0.550 1.047
O -3.165 -0.742 1.685
C -2.617 -0.706 2.984
H -2.091 0.244 3.176
H -3.443 -0.805 3.700
H -1.903 -1.529 3.151
C 2.253 0.506 -2.900
O 1.197 0.272 -1.996
C 1.514 0.388 -0.599
C 0.233 0.205 0.162
Tm -0.977 -0.742 -1.953
H 1.873 0.240 -3.893
H 2.533 1.569 -2.856
H 3.126 -0.124 -2.671
H 1.496 1.461 -0.039
H 2.401 -0.208 -0.345
H -0.285 1.132 0.449
H 0.312 -0.610 0.899

(3)
11
Properties=species:S:1:pos:R:3 method="wB97M-V/def2-TZVPD" max_force_ev_per_a=7.33 homo_ev=-8.5803 de_lowest_ev=4.265 gap_ev=8.257
C -0.524 -0.560 0.007
C 1.271 0.600 1.089
H -1.961 -0.444 -2.129
H 0.163 1.303 -0.875
H -0.324 -0.354 2.068
H 1.772 0.725 2.189
N -0.115 -0.090 -1.114
N -0.037 0.018 1.088
O 1.842 1.170 0.215
S -0.379 -0.557 -2.753
S -1.707 -1.810 0.216

(4)
17
Properties=species:S:1:pos:R:3 method="wB97M-V/def2-TZVPD" max_force_ev_per_a=5.04 homo_ev="-7.3581 / -7.3547" de_lowest_ev=6.354 gap_ev="7.343 / 7.343"
C -1.549 1.497 0.477
C 0.918 -0.436 0.261
C -1.467 -0.744 0.249
C 1.364 -1.611 0.433
C -1.727 -1.907 -0.248
C -0.271 1.594 -0.437
C 0.954 1.018 0.214
N -1.927 0.311 0.712
H -1.880 2.384 0.969
H 2.449 -1.627 0.371
H 0.923 -2.534 0.594
H -2.636 -2.032 -0.832
H -0.901 -2.526 -0.519
H -0.359 1.056 -1.435
H -0.047 2.680 -0.429
H 1.032 1.426 1.309
H 1.868 1.512 -0.216